{
  "formula": "C27H60AlN10O10S",
  "method": "ωB97M-V/def2-TZVPD",
  "elements": ["C", "C", "C", "C", "C", "C", "C", "C", "C", "C", "C", "C", "O", "C", "C", "O", "C", "C", "Al", "C", "C", "C", "C", "S", "O", "O", "O", "C", "C", "H", "H", "H", "H", "H", "H", "H", "H", "H", "H", "H", "H", "H", "H", "H", "H", "H", "H", "H", "H", "H", "H", "H", "H", "H", "H", "H", "H", "H", "H", "H", "H", "H", "H", "H", "H", "H", "H", "H", "H", "C", "O", "N", "N", "H", "H", "H", "H", "C", "O", "N", "N", "H", "H", "H", "H", "C", "O", "N", "N", "H", "H", "H", "H", "C", "O", "N", "N", "H", "H", "H", "H", "C", "O", "N", "N", "H", "H", "H", "H"],
  "positions_angstrom": [[2.55093, -3.52577, 3.61431], [2.35481, -2.35702, 2.55205], [2.23901, -1.05044, 3.37067], [0.98927, -2.61596, 1.88275], [3.58098, -2.43487, 1.61001], [3.50338, -1.68812, 0.25142], [2.72783, -2.46672, -0.84272], [4.97866, -1.64857, -0.28817], [3.06386, -0.21504, 0.35986], [3.83250, 0.62332, 1.13537], [3.51020, 1.95339, 1.33125], [2.37133, 2.42215, 0.71819], [1.94047, 3.74673, 0.88571], [0.82757, 3.76316, 1.83015], [-0.52314, 3.96237, 1.13052], [-1.29138, 2.79522, 0.95309], [-1.72971, 2.20042, 2.17561], [-3.20733, 1.79494, 2.04750], [-3.68500, 0.82063, 0.30914], [-4.09942, -1.16499, 0.63767], [-2.81837, -2.07451, 0.63518], [-2.60984, -2.82768, -0.69621], [-2.30829, -1.80687, -1.81039], [-1.84423, -2.65019, -3.33697], [-1.18495, -3.87692, -3.00258], [-1.06905, -1.82241, -4.20995], [-3.26133, -2.98611, -4.02882], [1.60776, 1.61316, -0.08582], [1.93543, 0.28102, -0.27637], [3.55318, -3.95620, 3.47613], [2.52834, -3.11223, 4.62603], [1.78410, -4.29396, 3.47473], [3.19989, -0.65270, 3.72716], [1.77479, -0.26837, 2.74558], [1.54288, -1.18354, 4.21909], [0.65017, -1.70202, 1.37765], [0.25255, -2.97813, 2.60744], [1.07595, -3.38542, 1.10069], [3.87624, -3.48241, 1.44359], [4.42330, -1.98395, 2.16192], [1.64753, -2.29270, -0.78912], [2.87799, -3.54854, -0.75755], [3.04457, -2.11498, -1.83259], [5.33015, -2.68893, -0.37529], [4.97129, -1.23702, -1.30631], [5.64781, -1.08722, 0.36787], [4.72177, 0.26406, 1.65111], [4.12092, 2.61105, 1.94551], [1.02235, 4.59127, 2.52727], [0.87219, 2.83425, 2.40823], [-0.38603, 4.41074, 0.13754], [-1.13895, 4.68553, 1.70223], [-1.14154, 1.30707, 2.45669], [-1.57238, 2.93606, 2.99160], [-3.80006, 2.72222, 2.08206], [-3.47880, 1.14006, 2.89105], [-2.60473, 1.00534, -0.87582], [-5.08966, 1.46917, -0.21970], [-4.61483, -1.28622, 1.60461], [-4.77686, -1.54704, -0.14897], [-2.86359, -2.83107, 1.43255], [-1.94950, -1.41267, 0.76505], [-3.45253, -3.48393, -0.95295], [-1.72088, -3.46277, -0.57453], [-3.22430, -1.21938, -1.96511], [-1.51146, -1.11859, -1.51524], [-3.92876, -2.60239, -3.42475], [0.72357, 1.99500, -0.58973], [1.28331, -0.32729, -0.89295], [-6.26863, -0.92793, -4.33329], [-5.38886, -1.14363, -3.52375], [-6.01682, -0.87712, -5.67846], [-7.56453, -0.71511, -3.97012], [-6.71788, -0.69772, -6.37179], [-5.06687, -1.03095, -5.97062], [-7.77365, -0.74239, -2.98797], [-8.30310, -0.53275, -4.62171], [-5.21144, 3.77655, -6.06024], [-5.04851, 4.89643, -5.60773], [-5.53225, 3.55528, -7.37087], [-5.08265, 2.65018, -5.30082], [-5.66712, 2.64416, -7.76405], [-5.62912, 4.36079, -7.96053], [-4.84444, 2.77242, -4.33111], [-5.21225, 1.71993, -5.65472], [-1.33747, 4.48525, -7.25090], [-1.81073, 4.22059, -8.34570], [-2.01025, 4.28155, -6.08822], [-0.08079, 5.01312, -7.10745], [-1.63640, 4.49403, -5.18310], [-2.93538, 3.89497, -6.15199], [0.44515, 5.17641, -7.94480], [0.32967, 5.23760, -6.22157], [1.96498, -1.24354, 7.17464], [1.48773, -1.65881, 6.13783], [1.40915, -1.49944, 8.39996], [3.10161, -0.48330, 7.19973], [1.78830, -1.16500, 9.26468], [0.57367, -2.05429, 8.41493], [3.53270, -0.27910, 6.31539], [3.51612, -0.12792, 8.03930], [7.13462, -1.22676, 3.84345], [6.01045, -1.32404, 3.39000], [7.60384, -0.06976, 4.40460], [8.02314, -2.26523, 3.82941], [8.52585, 0.03203, 4.78279], [6.97682, 0.71302, 4.42913], [7.71011, -3.12824, 3.42405], [8.95339, -2.20772, 4.19632]],
  "total_charge": -1,
  "molar_mass_g_mol": 743.89,
  "orbital_gap_ev": 6.37,
  "e_homo_ev": -4.7,
  "e_lumo_ev": 1.63
}